A single C6H9BF4O3 molecule. Source: the OMol25 dataset; level of theory: the ωB97M-V functional and the def2-TZVPD basis.

**Charge**: 0
**HOMO-LUMO gap**: 10.56 eV
**Relative energy (zero: lowest compared OMol25 entry of this formula, charge and spin)**: 0.00 kJ/mol
**SMILES**: COC(=O)[C@@](F)(OB(C)C)C(F)(F)F
**DFT total energy**: -884.0576 Eh

Last column: Löwdin charge in e.
Cartesian coordinates (Å):
B  1.362  -1.231  -0.040  -0.537
C  -0.965  1.296  -0.529  -0.437
C  2.090  -1.019  -1.388  0.002
C  2.092  -1.662  1.362  -0.030
C  -1.032  2.995  1.048  -0.038
C  -1.093  -0.194  -0.761  -0.088
C  -2.356  -0.977  -0.315  -0.603
O  -0.683  2.029  -1.406  0.191
O  0.041  -1.056  0.241  0.101
O  -1.249  1.641  0.730  -0.008
F  -0.827  -0.509  -2.052  0.129
F  -3.440  -0.562  -0.978  0.174
F  -2.594  -0.770  0.969  0.192
F  -2.227  -2.255  -0.560  0.210
H  2.688  -1.900  -1.623  0.079
H  2.766  -0.216  -1.210  0.057
H  1.477  -0.579  -2.176  0.058
H  3.121  -1.124  1.497  0.078
H  2.352  -2.726  1.674  0.062
H  1.401  -1.272  2.202  0.073
H  -0.809  3.199  2.055  0.067
H  -2.005  3.566  0.879  0.125
H  -0.109  3.326  0.381  0.144

Forces on atoms 1 to 3 (eV/Å):
0.230 -0.860 1.284
-0.685 -0.441 1.418
-0.540 0.407 0.023